(1)
C15H31F5OP2TeZn as an isolated structure, computed with ωB97M-V with the def2-TZVPD basis set.

2S+1: 1
Total charge: 0

The geometry in XYZ format:
```
56
Properties=species:S:1:pos:R:3:forces:R:3
P 1.2080 0.2023 -2.7658 -0.457 -2.352 0.242
P -1.1596 -2.2929 -0.4146 0.614 0.037 0.497
C 0.4584 -1.4910 -2.7242 -0.068 0.433 -1.207
C -0.9567 -1.8254 -2.1993 -0.334 -0.236 0.080
H 1.2828 -2.1759 -2.3357 -0.884 0.933 -0.571
H 0.4680 -1.8079 -3.7775 -0.162 0.574 0.505
H -1.6621 -0.9994 -2.3721 0.176 -0.114 0.058
H -1.3430 -2.6993 -2.7287 0.176 0.592 -0.450
C -0.9588 -4.1321 -0.2174 -0.446 -0.010 -0.432
H -1.3771 -4.3853 0.7635 -0.194 0.125 -0.198
H 0.0955 -4.4614 -0.1845 -0.581 0.006 -0.104
H -1.4924 -4.6313 -1.0305 0.021 -0.443 0.213
C -2.9760 -2.1752 -0.2569 0.087 -0.203 -0.224
H -3.4336 -2.9940 -0.8355 -0.209 0.370 0.202
H -3.2815 -1.1898 -0.6381 -0.088 -0.367 0.242
H -3.2098 -2.2667 0.8135 -0.079 0.058 -0.413
C 2.9318 -0.0291 -3.2467 0.484 0.254 0.048
H 3.5015 0.8902 -3.0092 -0.301 -0.378 -0.246
H 3.0296 -0.2729 -4.3153 -0.099 0.185 0.374
H 3.3818 -0.8478 -2.6627 -0.311 0.241 -0.029
C 0.3851 1.1802 -4.0350 -0.109 0.489 -0.327
H -0.7033 1.0060 -3.9999 0.435 0.043 0.044
H 0.7611 0.9051 -5.0492 -0.246 0.145 0.848
H 0.5739 2.2529 -3.8514 -0.067 -0.398 -0.186
Zn 1.4054 -2.7648 -0.5706 1.722 -0.231 1.956
C -0.5514 -4.2808 -4.2051 0.085 -1.182 0.955
C 0.3934 -4.7359 -3.3505 -1.632 -0.625 -1.171
C 1.6465 -5.3779 -3.8307 1.002 -0.030 0.244
C 2.4638 -4.5319 -4.8470 0.264 -0.926 0.216
C 2.2643 -3.0684 -4.7132 0.208 1.295 -1.398
C 1.3385 -2.3897 -5.4251 1.803 -0.488 -0.692
C 0.2870 -3.0067 -6.2919 -0.357 0.144 -0.441
C -0.4499 -4.2309 -5.7024 -0.521 -0.154 -0.460
C 1.1536 0.9725 -1.1685 -0.632 1.506 -0.215
H -1.5700 -4.1594 -3.8168 0.472 0.320 -0.069
H 0.1390 -4.9048 -2.3037 0.090 0.312 -0.338
H 1.4406 -6.3569 -4.2991 -0.119 0.290 0.240
H 2.2733 -5.5796 -2.9504 -0.070 0.024 -0.267
H 3.5304 -4.7514 -4.6727 -0.347 0.081 -0.123
H 2.2574 -4.8694 -5.8802 -0.060 0.291 0.438
H 3.0420 -2.5151 -4.1548 -0.617 -0.344 -0.285
H 1.4650 -1.3176 -5.6200 -0.151 -0.170 0.672
H 0.7126 -3.2899 -7.2695 0.043 0.019 0.254
H -0.4413 -2.2215 -6.5548 0.109 -0.235 0.244
H -1.4856 -4.2127 -6.0892 0.455 -0.014 0.060
H -0.0200 -5.1557 -6.1192 0.068 0.207 0.345
H 0.0960 1.0686 -0.8815 0.191 -0.091 0.045
H 1.5466 2.0058 -1.2994 -0.085 -0.589 0.305
H 1.6527 0.4479 -0.3601 0.211 -0.331 -0.087
F 0.5810 0.9474 2.6410 -0.364 -0.858 0.228
Te -0.2007 -0.8017 2.5650 0.201 -0.632 -1.706
F -1.6848 -0.0478 3.5527 1.485 -0.756 -0.701
F 0.5298 -1.3146 4.2422 -0.433 0.418 -0.740
F -1.2578 -2.4221 2.5152 0.239 0.953 0.408
F -1.2234 -0.1216 1.0520 0.205 0.520 1.169
O 1.0674 -1.5701 1.4141 -0.821 1.292 1.946
```
Forces are in eV/Å.

These are the natural (NBO) partial charges, in e, on atoms 1 to 5: 1.590, 0.776, -0.892, -0.753, 0.235

(2)
A 4-piece molecular cluster, C23H46Br6NO5S overall, computed with ωB97M-V with the def2-TZVPD basis set.

⟨S²⟩: 0.754
2S+1: 2
Total charge: 0

The geometry in XYZ format:
```
82
Properties=species:S:1:pos:R:3:forces:R:3
C -2.7166 1.5752 2.3932 -0.195 0.309 -0.191
O -3.7201 0.6414 2.7139 -0.171 -0.242 0.221
C -3.2669 -0.6934 2.7227 0.527 -0.156 -0.398
C -3.1001 -1.3180 1.3083 -0.071 0.156 1.035
C -2.0277 -2.4335 1.3146 -0.324 0.257 -0.753
C -0.7800 -2.1598 0.4103 -0.917 -0.234 0.306
C -1.3386 -2.0708 -1.0337 0.617 -0.292 0.159
C -0.2849 -1.9087 -2.1564 -0.897 0.676 0.184
C -0.1198 -0.4111 -2.5309 0.302 -0.455 -0.949
C -0.4766 -0.1290 -4.0015 0.565 0.388 -0.343
S 0.2397 1.5044 -4.3235 0.897 0.916 2.201
O 1.6947 1.4442 -4.2795 -1.281 -0.375 -0.744
O -0.3208 2.4154 -3.3327 -0.109 -0.713 -1.382
O -0.2189 1.8940 -5.8140 0.144 -0.261 0.727
C -0.1294 -0.8286 0.8811 0.536 -0.668 -0.573
C 1.4191 -0.7788 1.0970 -0.244 1.439 -0.804
C 1.6856 0.0595 2.3746 0.464 -0.351 -0.336
C 2.0868 0.0106 -0.0676 0.336 -0.764 0.371
N 2.0816 -2.1072 1.1029 -0.077 0.676 2.190
O 3.2461 -2.0409 1.6537 -0.055 -0.165 -0.699
C 1.2647 -3.2534 1.5527 0.082 -1.771 -0.607
C 2.1550 -4.5067 1.4118 -0.240 0.267 -0.342
C 0.8304 -3.1636 3.0200 0.633 0.719 -0.116
C 0.1200 -3.4152 0.5433 -0.162 0.622 0.588
H -1.8024 1.4313 2.9800 0.014 -0.140 -0.015
H -2.4837 1.5651 1.3210 0.167 -0.055 0.043
H -3.1093 2.5641 2.6230 -0.027 -0.005 0.007
H -3.9595 -1.2913 3.3158 -0.162 0.141 -0.014
H -2.2990 -0.7450 3.2443 0.008 0.087 0.009
H -2.8719 -0.5026 0.6244 0.148 -0.053 -0.102
H -4.0778 -1.7070 1.0238 0.061 -0.025 -0.219
H -1.7251 -2.6395 2.3410 0.105 -0.004 0.017
H -2.4795 -3.3538 0.9327 0.018 -0.032 0.115
H -1.9537 -2.9662 -1.1658 0.196 -0.098 -0.240
H -2.0290 -1.2321 -1.1314 -0.073 0.003 0.165
H 0.6943 -2.2964 -1.8845 -0.040 -0.200 0.070
H -0.6460 -2.4724 -3.0195 0.207 0.014 -0.072
H -0.7230 0.2595 -1.9276 0.077 -0.043 0.235
H 0.9311 -0.1516 -2.4373 -0.067 0.226 0.238
H 0.0379 -0.8158 -4.6744 -0.062 -0.008 -0.030
H -1.5456 -0.1307 -4.2024 -0.019 0.180 -0.057
H 0.3892 2.6117 -6.0654 -0.103 -0.062 -0.216
H -0.6025 -0.4801 1.7940 -0.070 -0.194 0.131
H -0.3655 -0.0773 0.1272 0.018 0.142 0.162
H 2.6191 0.6052 2.2551 0.065 -0.074 0.127
H 0.9066 0.8163 2.4441 -0.015 -0.237 0.285
H 1.7926 -0.5337 3.2805 -0.374 -0.055 0.035
H 3.0731 0.3517 0.2474 -0.018 0.015 -0.014
H 1.4966 0.8711 -0.3713 -0.033 -0.004 -0.069
H 2.2618 -0.6882 -0.8879 -0.219 0.254 -0.252
H 2.9998 -4.4695 2.0930 0.090 -0.007 -0.088
H 2.5005 -4.5433 0.3768 0.243 -0.086 0.189
H 1.5898 -5.4229 1.5906 -0.173 0.131 0.138
H 0.1877 -2.3054 3.2098 -0.197 -0.155 0.114
H 0.3844 -4.0978 3.3526 -0.281 0.039 -0.144
H 1.7356 -3.0199 3.6162 -0.031 0.005 0.015
H 0.5494 -3.7373 -0.4051 0.039 0.167 -0.069
H -0.5195 -4.2319 0.8864 0.103 -0.118 -0.050
Br 1.3284 3.4269 2.0572 -0.107 0.348 -0.103
C 0.5186 3.6634 0.2986 0.245 -0.059 0.024
C -0.0299 5.0506 0.1092 -0.268 0.031 -0.041
Br -1.7008 5.2989 1.0722 0.087 0.000 0.133
H -0.2448 2.8968 0.2018 -0.043 0.042 -0.029
H 1.3163 3.4701 -0.4159 -0.018 0.027 -0.020
H -0.2705 5.2187 -0.9391 0.015 -0.069 -0.010
H 0.6497 5.8229 0.4538 0.051 -0.040 0.013
Br -3.3142 5.7283 -2.2986 -0.064 -0.075 -0.131
C -5.2438 5.9707 -2.3093 0.192 0.125 -0.070
C -5.7371 6.4990 -0.9890 -0.169 -0.140 0.117
Br -5.7560 5.1116 0.3760 0.054 0.059 -0.012
H -5.6793 5.0104 -2.5649 -0.031 -0.005 0.043
H -5.4445 6.6837 -3.1061 -0.020 0.028 0.038
H -6.7675 6.8374 -1.0744 0.003 -0.014 -0.038
H -5.1210 7.3061 -0.6065 0.033 0.001 -0.038
Br 8.3664 -2.8287 0.8745 -0.008 -0.033 -0.069
C 7.2210 -2.1851 -0.5621 0.091 0.066 0.138
C 5.7643 -2.4059 -0.2553 -0.077 -0.073 -0.089
Br 5.2541 -4.2701 -0.4862 0.135 0.037 -0.026
H 7.5410 -2.6911 -1.4670 -0.030 -0.014 -0.010
H 7.4334 -1.1216 -0.6467 -0.046 0.007 0.013
H 5.1403 -1.8478 -0.9504 0.027 0.018 -0.007
H 5.4964 -2.1357 0.7607 -0.011 0.001 -0.015
```
Forces are in eV/Å.

These are the Mulliken partial charges, in e, on atoms 1 to 5: -0.439, -0.464, -0.763, -0.442, -1.739

(3)
One molecule with the formula C4H6N2O, computed with ωB97M-V with the def2-TZVPD basis set.

2S+1: 1
Total charge: 0

The geometry in XYZ format:
```
13
Properties=species:S:1:pos:R:3:forces:R:3
C -1.5227 -0.1410 -0.7802 -0.023 0.181 0.120
C -0.1572 -0.4801 -0.2841 0.165 -0.447 -0.572
C -0.2532 0.3515 2.0235 0.279 0.535 -0.528
O 2.3504 0.6746 -0.0252 -0.426 0.195 0.123
N 1.0584 1.2695 0.0155 0.541 0.148 -0.366
N 0.5476 -1.4474 -0.5940 -0.305 0.422 0.438
C 0.3418 0.6728 0.9567 -0.343 -0.962 0.739
H 2.7427 1.0773 -0.8126 -0.142 -0.074 0.059
H 1.4815 -1.5033 -0.1943 0.042 0.150 -0.017
H -1.0146 -0.2992 2.4003 0.071 -0.124 0.014
H -1.5793 0.9168 -1.0320 0.025 -0.018 0.008
H -1.7262 -0.7457 -1.6624 0.029 0.007 0.044
H -2.2692 -0.3458 -0.0112 0.088 -0.012 -0.062
```
Forces are in eV/Å.

These are the natural (NBO) partial charges, in e, on atoms 1 to 5: -0.688, 0.484, -0.234, -0.567, -0.169

(4)
A 2-piece molecular cluster, C4H8O2 overall, computed with ωB97M-V with the def2-TZVPD basis set.

2S+1: 1
SMILES string: C=CCC=O.O
Total charge: 0

The geometry in XYZ format:
```
14
Properties=species:S:1:pos:R:3:forces:R:3
C -1.5702 -0.6068 -0.5690 0.508 -0.543 -0.297
C -0.2488 -0.6345 -0.7697 -0.511 -0.289 -0.222
O -0.7411 2.0253 0.7638 -0.493 -0.506 -0.347
C 0.7816 -1.0348 0.2451 0.023 -0.092 0.041
C 1.7468 0.1055 0.4965 0.295 0.132 0.051
O 2.8858 0.1422 0.1024 -0.243 -0.232 -0.042
H -1.1777 1.2868 0.2668 0.628 1.066 0.431
H -2.2569 -0.4110 -1.3861 0.067 0.134 0.124
H -1.9925 -0.9176 0.3794 -0.043 0.130 0.063
H 0.1432 -0.4160 -1.7619 -0.060 0.123 0.095
H -0.5385 2.7132 0.1177 -0.147 -0.196 0.033
H 1.3571 -1.8868 -0.1271 -0.048 0.037 0.004
H 0.2925 -1.3096 1.1871 0.076 0.074 -0.089
H 1.3187 0.9441 1.0550 -0.054 0.159 0.154
```
Forces are in eV/Å.

These are the natural (NBO) partial charges, in e, on atoms 1 to 5: -0.451, -0.133, -0.965, -0.560, 0.439

Total energy in eV, matching the order above: -105977.1395; -467412.4687; -9266.0982; -8371.5056